a) Here is 2 unconnected molecules or ions with the total composition C16H17N from the OMol25 dataset. Energies are from ωB97M-V with the def2-TZVPD basis set.

XYZ file:
```
34
Properties=species:S:1:pos:R:3
C 0.344 2.175 3.992
C -0.070 1.723 2.706
C -1.217 1.101 2.230
N -0.991 0.625 0.937
C 0.287 1.087 0.515
C 0.952 1.042 -0.705
C 2.173 1.614 -0.800
C 2.658 2.345 0.276
C 1.989 2.461 1.497
C 0.886 1.748 1.638
H -0.056 3.211 4.271
H 1.361 2.429 4.166
H -0.176 1.343 4.634
H -2.223 1.010 2.759
H -1.781 0.299 0.369
H 0.367 0.544 -1.564
H 2.834 1.510 -1.597
H 3.615 2.953 0.092
H 2.408 3.144 2.221
C -0.070 -1.878 -4.066
C -0.686 -2.132 -2.641
C 0.252 -2.120 -1.585
C -0.216 -2.243 -0.373
C -1.604 -2.554 -0.028
C -2.461 -2.629 -1.067
C -2.033 -2.356 -2.376
H 0.784 -1.234 -4.054
H -0.713 -1.143 -4.593
H 0.096 -2.861 -4.533
H 1.253 -1.782 -1.737
H 0.378 -2.269 0.635
H -1.972 -2.707 1.065
H -3.551 -2.935 -0.891
H -2.786 -2.196 -3.083
```

## Properties
SMILES: Cc1c[nH]c2ccccc12.Cc1ccccc1
Total charge: 0
Frontier orbital gap: 8.420 eV
Lowest unoccupied orbital energy: 0.84 eV
E_HOMO: -7.578 eV

Atomic partial charges in e from the Löwdin method, atoms 1 to 4:
1 C -0.078
2 C -0.286
3 C -0.049
4 N 0.067


b) Here is 2 unconnected molecules or ions with the total composition C16H17N from the OMol25 dataset. Energies are from ωB97M-V with the def2-TZVPD basis set.

XYZ file:
```
34
Properties=species:S:1:pos:R:3
C -1.038 -2.328 0.929
C 0.418 -2.119 1.254
C 1.314 -3.168 1.440
N 2.539 -2.571 1.833
C 2.486 -1.184 2.084
C 3.434 -0.190 2.419
C 2.991 1.161 2.341
C 1.620 1.430 2.044
C 0.678 0.470 1.644
C 1.061 -0.893 1.642
H -1.264 -3.395 0.606
H -1.445 -1.501 0.303
H -1.679 -2.238 1.890
H 1.227 -4.248 1.324
H 3.374 -3.169 2.236
H 4.534 -0.342 2.569
H 3.709 1.920 2.538
H 1.257 2.453 2.015
H -0.218 0.634 1.148
C -0.415 0.470 -3.774
C -1.475 1.121 -2.968
C -1.607 0.553 -1.735
C -2.565 1.037 -0.918
C -3.407 2.062 -1.335
C -3.297 2.589 -2.598
C -2.328 2.102 -3.470
H -0.973 -0.487 -4.087
H 0.527 0.198 -3.328
H -0.115 1.215 -4.537
H -0.879 -0.198 -1.387
H -2.686 0.379 0.034
H -4.234 2.403 -0.624
H -3.945 3.355 -2.987
H -2.191 2.341 -4.549
```

## Properties
SMILES: Cc1c[nH]c2ccccc12.Cc1ccccc1
Total charge: 0
Frontier orbital gap: 8.653 eV
Lowest unoccupied orbital energy: 0.86 eV
E_HOMO: -7.796 eV

Atomic partial charges in e from the Löwdin method, atoms 1 to 4:
1 C -0.063
2 C -0.260
3 C -0.047
4 N 0.003


Tell me which of them is the most stable. Sure, it is b).


a) Here is 2 unconnected molecules or ions with the total composition C4H12NO2 from the OMol25 dataset. Energies are from ωB97M-V with the def2-TZVPD basis set.

XYZ file:
```
19
Properties=species:S:1:pos:R:3
C 1.443 -1.329 -1.228
N 0.666 -1.459 0.013
C 1.149 -0.649 1.138
C 0.252 0.566 1.335
C 0.321 1.526 0.134
O -0.807 1.543 -0.676
H 1.081 -0.572 -1.933
H 1.336 -2.258 -1.777
H 2.505 -1.243 -1.026
H -0.276 -1.142 -0.224
H 2.130 -0.264 0.855
H 1.281 -1.274 2.004
H -0.763 0.173 1.349
H 0.428 1.067 2.295
H 0.499 2.564 0.466
H 1.172 1.194 -0.489
H -2.111 0.554 -0.039
H -2.397 -0.123 -1.284
O -2.668 -0.220 -0.352
```

## Properties
Total charge: -1
Frontier orbital gap: 7.062 eV
Lowest unoccupied orbital energy: 4.12 eV
E_HOMO: -2.942 eV

Atomic partial charges in e from the Löwdin method, atoms 1 to 4:
1 C -0.160
2 N -0.107
3 C -0.272
4 C -0.200


b) Here is 2 unconnected molecules or ions with the total composition C4H12NO2 from the OMol25 dataset. Energies are from ωB97M-V with the def2-TZVPD basis set.

XYZ file:
```
19
Properties=species:S:1:pos:R:3
C 1.141 -0.924 -0.687
C 0.164 -0.553 0.399
C 0.980 -0.174 1.689
N -0.808 0.493 0.046
C -0.177 1.575 -0.823
O 0.887 2.118 -0.230
H 1.845 -0.098 -0.779
H 1.745 -1.838 -0.481
H 0.724 -1.144 -1.665
H -0.459 -1.399 0.767
H 1.587 0.678 1.342
H 0.365 0.346 2.440
H 1.515 -0.866 2.298
H -1.268 0.782 0.895
H 0.232 1.010 -1.708
H -0.954 2.317 -1.179
H -2.224 -1.316 -0.287
H -2.506 -0.047 -1.067
O -2.787 -0.964 -0.971
```

## Properties
Total charge: -1
Frontier orbital gap: 6.763 eV
Lowest unoccupied orbital energy: 4.12 eV
E_HOMO: -2.639 eV

Atomic partial charges in e from the Löwdin method, atoms 1 to 4:
1 C -0.107
2 C -0.458
3 C -0.094
4 N -0.078


c) Here is 2 unconnected molecules or ions with the total composition C4H12NO2 from the OMol25 dataset. Energies are from ωB97M-V with the def2-TZVPD basis set.

XYZ file:
```
19
Properties=species:S:1:pos:R:3
C 0.922 0.158 1.425
O 1.352 -0.761 0.516
C -0.352 0.950 1.071
C -0.247 1.759 -0.243
C -0.831 1.111 -1.498
N -0.405 -0.256 -1.796
H 0.719 -0.314 2.420
H 1.738 0.897 1.628
H -1.138 0.185 0.976
H -0.642 1.592 1.905
H -0.827 2.668 -0.049
H 0.810 1.933 -0.460
H -0.608 1.701 -2.397
H -1.929 1.096 -1.496
H -0.562 -0.816 -0.964
H 0.585 -0.295 -1.991
H 0.363 -1.815 0.427
H -0.367 -3.054 -0.294
O -0.396 -2.566 0.527
```

## Properties
Total charge: -1
Frontier orbital gap: 7.616 eV
Lowest unoccupied orbital energy: 4.21 eV
E_HOMO: -3.408 eV

Atomic partial charges in e from the Löwdin method, atoms 1 to 4:
1 C -0.470
2 O -0.318
3 C -0.214
4 C -0.215


d) Here is a molecular structure, C4H12NO2 from the OMol25 dataset. Energies are from ωB97M-V with the def2-TZVPD basis set.

XYZ file:
```
19
Properties=species:S:1:pos:R:3
C 0.401 0.351 -2.061
N 0.336 1.506 -1.072
C -0.804 1.421 -0.111
C -0.228 1.366 1.278
C 0.593 0.029 1.489
O 0.117 -0.973 0.737
H 0.974 0.391 -2.984
H -0.636 0.101 -2.249
H 0.900 -0.524 -1.515
H 1.228 1.559 -0.584
H -1.356 0.527 -0.410
H -1.393 2.335 -0.244
H 0.282 2.335 1.457
H -0.998 1.345 2.082
H 1.687 0.192 1.194
H 0.733 -0.251 2.563
H -0.274 -2.144 0.419
H -1.357 -3.147 -0.087
O -0.364 -3.120 -0.170
```

## Properties
Total charge: -1
Frontier orbital gap: 7.861 eV
Lowest unoccupied orbital energy: 4.22 eV
E_HOMO: -3.639 eV

Atomic partial charges in e from the Löwdin method, atoms 1 to 4:
1 C -0.125
2 N -0.130
3 C -0.277
4 C -0.203


Tell me which of them is the most stable. Sure, it is c).


a) Here is a molecular structure, C4H12NO2 from the OMol25 dataset. Energies are from ωB97M-V with the def2-TZVPD basis set.

XYZ file:
```
19
Properties=species:S:1:pos:R:3
C 2.899 -0.455 0.671
N 2.258 0.700 0.055
C 0.877 0.583 0.082
C 0.162 0.451 -1.248
C -1.245 -0.081 -1.092
O -2.011 0.736 -0.254
H 3.981 -0.386 0.509
H 2.748 -0.482 1.774
H 2.537 -1.422 0.287
H 0.571 -0.492 0.672
H 0.229 -1.131 1.043
H 0.341 1.362 0.662
H 0.782 -0.174 -1.900
H 0.152 1.470 -1.663
H -1.201 -1.079 -0.617
H -1.731 -0.202 -2.076
H -2.213 0.084 0.543
H -2.693 -1.174 2.148
O -2.297 -1.195 1.281
```

## Properties
Total charge: -1
Frontier orbital gap: 6.616 eV
Lowest unoccupied orbital energy: 3.20 eV
E_HOMO: -3.413 eV

Atomic partial charges in e from the Löwdin method, atoms 1 to 4:
1 C -0.262
2 N -0.132
3 C -0.321
4 C -0.187


b) Here is 2 unconnected molecules or ions with the total composition C4H12NO2 from the OMol25 dataset. Energies are from ωB97M-V with the def2-TZVPD basis set.

XYZ file:
```
19
Properties=species:S:1:pos:R:3
C -0.932 -0.067 0.892
O -0.800 0.995 0.101
C -0.178 -1.287 0.195
C 1.298 -1.300 0.642
C 2.225 -0.091 0.226
N 1.890 0.783 -0.974
H -0.492 0.257 1.861
H -2.040 -0.341 0.970
H -0.744 -2.129 0.458
H -0.206 -1.196 -0.907
H 1.108 -1.341 1.694
H 1.877 -2.236 0.298
H 3.218 -0.530 -0.060
H 2.389 0.617 1.074
H 0.952 1.221 -0.982
H 1.919 0.330 -1.787
H -2.027 1.012 -0.432
H -3.019 0.147 -1.268
O -3.030 0.902 -0.830
```

## Properties
Total charge: -1
Frontier orbital gap: 7.516 eV
Lowest unoccupied orbital energy: 4.09 eV
E_HOMO: -3.428 eV

Atomic partial charges in e from the Löwdin method, atoms 1 to 4:
1 C -0.427
2 O -0.304
3 C -0.201
4 C -0.226


c) Here is a molecular structure, C4H12NO2 from the OMol25 dataset. Energies are from ωB97M-V with the def2-TZVPD basis set.

XYZ file:
```
19
Properties=species:S:1:pos:R:3
C 1.103 -0.073 -1.325
N -0.114 0.773 -1.092
C 0.604 1.745 1.017
C -0.431 0.910 0.346
C -0.511 -0.464 1.133
O -1.631 -1.071 0.676
H 1.619 0.544 -2.082
H 1.614 -0.535 -0.516
H 0.667 -1.035 -1.903
H -0.945 0.407 -1.611
H 0.213 2.184 2.006
H 0.792 2.697 0.394
H 1.504 1.185 1.290
H -1.446 1.438 0.466
H -0.651 -0.250 2.226
H 0.327 -1.247 1.204
H -1.295 -1.701 -0.381
H -0.489 -2.982 -0.618
O -0.933 -2.523 -1.230
```

## Properties
Total charge: -1
Frontier orbital gap: 7.866 eV
Lowest unoccupied orbital energy: 4.13 eV
E_HOMO: -3.734 eV

Atomic partial charges in e from the Löwdin method, atoms 1 to 4:
1 C -0.147
2 N -0.106
3 C -0.139
4 C -0.434


Tell me which of them is the most stable. Sure, it is b).


a) Here is 3 unconnected molecules or ions with the total composition C4H13NO2 from the OMol25 dataset. Energies are from ωB97M-V with the def2-TZVPD basis set.

XYZ file:
```
20
Properties=species:S:1:pos:R:3
C 2.706 -0.928 0.684
C 1.329 -0.718 0.103
C 0.863 0.489 -0.243
N -0.177 0.586 -1.228
C -0.480 2.004 -1.673
H 3.469 -0.308 0.218
H 2.994 -1.973 0.673
H 2.630 -0.695 1.767
H 0.689 -1.579 0.303
H 1.058 1.425 0.289
H 0.172 0.129 -2.054
H 0.280 2.608 -1.182
H -1.449 2.354 -1.299
H -0.447 1.942 -2.757
O -1.957 0.386 0.945
H -2.815 0.728 0.676
H -1.516 0.575 0.094
O -2.123 -2.553 1.531
H -2.199 -1.587 1.561
H -3.025 -2.886 1.592
```

## Properties
SMILES: C/C=C/NC.O.O
Total charge: 0
Frontier orbital gap: 8.790 eV
Lowest unoccupied orbital energy: 0.83 eV
E_HOMO: -7.958 eV

Atomic partial charges in e from the Löwdin method, atoms 1 to 4:
1 C -0.118
2 C -0.159
3 C -0.185
4 N -0.128


b) Here is 3 unconnected molecules or ions with the total composition C4H13NO2 from the OMol25 dataset. Energies are from ωB97M-V with the def2-TZVPD basis set.

XYZ file:
```
20
Properties=species:S:1:pos:R:3
C -0.869 -1.532 0.346
N -1.025 -0.859 -0.716
C 0.010 0.041 -1.228
C -0.692 1.512 -1.121
C -0.458 1.975 0.303
H -0.176 -1.507 1.106
H -1.684 -2.132 0.494
H 0.849 0.128 -0.563
H 0.262 -0.293 -2.256
H -0.063 2.194 -1.784
H -1.795 1.328 -1.366
H -1.294 2.522 0.632
H -0.295 1.056 1.000
H 0.383 2.601 0.404
O 1.196 -2.513 -3.074
H 1.870 -2.897 -2.475
H 0.400 -2.427 -2.402
O 1.007 0.404 3.896
H 0.928 -0.546 4.190
H 1.445 0.943 4.615
```

## Properties
SMILES: C=NCCC.O.O
Total charge: 0
Frontier orbital gap: 10.233 eV
Lowest unoccupied orbital energy: 0.55 eV
E_HOMO: -9.684 eV

Atomic partial charges in e from the Löwdin method, atoms 1 to 4:
1 C -0.040
2 N -0.046
3 C -0.240
4 C -0.221


c) Here is 3 unconnected molecules or ions with the total composition C4H13NO2 from the OMol25 dataset. Energies are from ωB97M-V with the def2-TZVPD basis set.

XYZ file:
```
20
Properties=species:S:1:pos:R:3
C 1.179 0.969 1.538
C 0.875 -0.314 0.764
C 0.751 -1.719 1.305
C 0.737 -0.138 -0.657
N 1.272 1.046 -1.258
H 2.205 1.605 1.311
H 0.527 1.832 1.579
H 1.280 0.718 2.660
H -0.481 -2.074 1.489
H 1.175 -2.520 0.568
H 1.292 -1.866 2.363
H 0.430 -1.013 -1.306
H 0.692 1.776 -1.437
H 2.049 0.757 -1.780
O -2.548 -0.433 -2.072
H -3.105 -1.180 -1.901
H -2.049 -0.637 -2.892
O -1.946 1.489 -0.186
H -1.818 0.602 -0.604
H -2.516 1.103 0.516
```

## Properties
SMILES: CC(C)=CN.O.O
Total charge: 0
Frontier orbital gap: 8.540 eV
Lowest unoccupied orbital energy: 0.46 eV
E_HOMO: -8.076 eV

Atomic partial charges in e from the Löwdin method, atoms 1 to 4:
1 C -0.111
2 C -0.342
3 C -0.134
4 C -0.189


Tell me which of them is the most stable. Sure, it is a).